1.
100
Properties=species:S:1:pos:R:3:lowdin_charge:R:1 method="wB97M-V/def2-TZVPD" lumo_energy_ev=0.532 charge=0 total_energy_ha=-2101.64175 de_lowest_kcal_mol=38.3 orbital_gap_ha=0.309 smiles=c1cc[nH]c1.c1cc[nH]c1.c1cc[nH]c1.c1cc[nH]c1.c1cc[nH]c1.c1cc[nH]c1.c1cc[nH]c1.c1cc[nH]c1.c1cc[nH]c1.c1cc[nH]c1 spin_multiplicity=1
N -5.98065 -0.28963 -0.09281 0.02
C -4.96826 0.61241 -0.31354 -0.16
C -4.44986 1.05030 0.86284 -0.12
C -5.17053 0.36305 1.87270 -0.12
C -6.12740 -0.44804 1.26962 -0.13
H -6.46856 -0.71418 -0.83411 0.13
H -4.85022 0.94693 -1.34004 0.11
H -3.67664 1.78277 0.86324 0.08
H -4.94160 0.37861 2.94283 0.10
H -6.78553 -1.15306 1.81850 0.12
N 1.27226 4.71002 -1.38355 0.01
C 1.39645 5.02786 -0.03920 -0.15
C 2.73164 5.18113 0.27835 -0.10
C 3.40315 4.87628 -0.93206 -0.15
C 2.53373 4.65575 -1.94956 -0.14
H 0.38866 4.50877 -1.86583 0.13
H 0.54634 5.20825 0.61487 0.10
H 3.18245 5.46893 1.19915 0.08
H 4.47693 4.80668 -1.01500 0.09
H 2.62323 4.39717 -3.00325 0.11
N -2.91281 -2.18185 0.99737 0.06
C -2.75611 -3.01644 2.08187 -0.14
C -1.89356 -4.00065 1.74492 -0.13
C -1.50682 -3.75500 0.38584 -0.12
C -2.19449 -2.66127 0.00101 -0.19
H -3.52857 -1.39455 0.98685 0.10
H -3.17253 -2.75787 3.05574 0.11
H -1.37600 -4.65739 2.46604 0.09
H -0.66341 -4.28419 -0.08006 0.10
H -2.21465 -2.21463 -0.97556 0.09
N -3.49559 -3.03930 -4.68226 0.01
C -4.23546 -1.92598 -5.06010 -0.13
C -3.72082 -0.83403 -4.40279 -0.10
C -2.59105 -1.28109 -3.62718 -0.10
C -2.51248 -2.63999 -3.82781 -0.15
H -3.76557 -3.99793 -4.83311 0.15
H -5.00984 -2.05327 -5.78480 0.10
H -4.13849 0.15489 -4.47974 0.08
H -1.93064 -0.70590 -3.04708 0.05
H -1.78972 -3.30938 -3.44614 0.10
N -1.68400 3.08292 -3.82833 0.01
C -2.39232 4.01904 -3.14474 -0.16
C -2.62332 3.56385 -1.87825 -0.12
C -1.87402 2.37311 -1.70512 -0.10
C -1.30019 2.13052 -2.95224 -0.16
H -1.74554 2.87436 -4.82812 0.16
H -2.81770 4.89190 -3.67372 0.12
H -3.03961 4.14250 -1.04745 0.10
H -1.60678 1.80466 -0.82191 0.07
H -0.67522 1.30642 -3.24441 0.10
N 0.70622 -0.82220 1.24693 0.07
C 0.34144 0.08262 0.24114 -0.16
C 0.90689 1.28218 0.41272 -0.14
C 1.70636 1.17836 1.56392 -0.12
C 1.57828 -0.08157 2.08883 -0.12
H 0.43300 -1.79174 1.29364 0.11
H -0.33478 -0.20800 -0.61844 0.12
H 0.73240 2.08292 -0.23103 0.06
H 2.20932 1.99686 1.97219 0.08
H 2.24030 -0.58145 2.79982 0.10
N 4.41622 -1.46877 -0.05068 0.04
C 4.84659 -1.96745 -1.22355 -0.16
C 5.46304 -3.17333 -1.01622 -0.09
C 5.24235 -3.52179 0.37950 -0.11
C 4.63919 -2.44626 0.90802 -0.17
H 4.00750 -0.55291 0.10876 0.13
H 4.75002 -1.41920 -2.13026 0.09
H 6.01235 -3.69450 -1.77581 0.08
H 5.44508 -4.37530 0.98165 0.08
H 4.29892 -2.27669 1.92638 0.10
N 2.49816 -4.63632 3.32801 0.00
C 1.23930 -4.29865 2.97903 -0.16
C 0.80786 -3.36733 3.86758 -0.11
C 1.91356 -3.07774 4.77363 -0.09
C 2.94748 -3.91046 4.40497 -0.13
H 2.98779 -5.38720 2.89886 0.14
H 0.78677 -4.79534 2.14216 0.10
H -0.17327 -2.88776 3.84287 0.08
H 1.99645 -2.39054 5.58933 0.08
H 3.91434 -4.00091 4.82827 0.10
N 5.65556 1.28170 -3.36517 -0.01
C 4.54297 1.00075 -4.06556 -0.15
C 3.46188 1.01463 -3.16169 -0.10
C 4.00359 1.36974 -1.87779 -0.13
C 5.39002 1.48769 -2.03334 -0.12
H 6.55960 1.15913 -3.78391 0.15
H 4.53541 0.72248 -5.11152 0.11
H 2.42889 0.78829 -3.46684 0.09
H 3.50246 1.51925 -0.94242 0.07
H 6.12036 1.63317 -1.25234 0.11
N -1.34861 1.34638 3.30236 0.02
C -1.89269 0.57305 4.29645 -0.13
C -2.41112 1.43309 5.23464 -0.12
C -2.19040 2.74547 4.79756 -0.11
C -1.49978 2.66298 3.60671 -0.14
H -0.69340 1.01831 2.59080 0.11
H -1.82705 -0.48848 4.30321 0.09
H -3.05102 1.12915 6.02771 0.08
H -2.56936 3.65403 5.17651 0.08
H -1.24469 3.45619 2.89053 0.11

***

2.
100
Properties=species:S:1:pos:R:3:lowdin_charge:R:1 method="wB97M-V/def2-TZVPD" lumo_energy_ev=0.516 charge=0 total_energy_ha=-2101.62590 de_lowest_kcal_mol=48.2 orbital_gap_ha=0.304 smiles=c1cc[nH]c1.c1cc[nH]c1.c1cc[nH]c1.c1cc[nH]c1.c1cc[nH]c1.c1cc[nH]c1.c1cc[nH]c1.c1cc[nH]c1.c1cc[nH]c1.c1cc[nH]c1 spin_multiplicity=1
N 0.40216 5.29813 -0.53354 0.03
C 1.14439 6.48275 -0.75373 -0.15
C 1.28310 7.15524 0.36356 -0.11
C 0.50843 6.43523 1.39113 -0.08
C 0.06566 5.30439 0.75654 -0.19
H 0.23503 4.56863 -1.24215 0.12
H 1.50349 6.60581 -1.72415 0.09
H 1.85034 8.06412 0.45964 0.09
H 0.42114 6.57484 2.44838 0.07
H -0.48370 4.47206 1.18197 0.11
N 1.62272 -2.64350 1.84625 0.05
C 2.19484 -1.78217 2.73219 -0.19
C 2.33954 -2.39637 3.94462 -0.11
C 1.80754 -3.72579 3.79829 -0.11
C 1.34668 -3.88144 2.51216 -0.09
H 1.43835 -2.43090 0.83668 0.13
H 2.30105 -0.77241 2.41389 0.08
H 2.74120 -1.85877 4.83883 0.11
H 1.91700 -4.54301 4.41665 0.07
H 0.87184 -4.66721 2.06238 0.05
N -0.56400 -5.69624 0.25860 0.01
C 0.73845 -6.01418 -0.03818 -0.19
C 1.24646 -5.10560 -0.87951 -0.10
C 0.21029 -4.11043 -1.04593 -0.11
C -0.90736 -4.53549 -0.40443 -0.14
H -1.22884 -6.28960 0.78961 0.17
H 1.24344 -6.80104 0.48351 0.11
H 2.26196 -5.25138 -1.22269 0.10
H 0.27583 -3.20995 -1.67410 0.07
H -1.87951 -4.10797 -0.35464 0.10
N -1.07740 2.22197 4.26349 0.00
C 0.22162 2.70707 4.16799 -0.13
C 0.12670 4.06399 4.30396 -0.14
C -1.22789 4.42073 4.41563 -0.12
C -1.92652 3.25855 4.34752 -0.18
H -1.33747 1.20747 4.16625 0.13
H 1.08318 2.03028 4.17088 0.11
H 0.96423 4.73927 4.34908 0.09
H -1.72236 5.36847 4.61365 0.10
H -2.99638 3.00213 4.40062 0.12
N 4.49834 -0.99210 0.27557 0.02
C 4.53306 0.31271 0.77807 -0.16
C 4.85532 1.16665 -0.25062 -0.10
C 4.97025 0.33667 -1.44943 -0.12
C 4.72943 -0.95123 -1.11560 -0.13
H 4.30452 -1.78032 0.90536 0.14
H 4.37041 0.51801 1.82525 0.11
H 5.00867 2.24948 -0.13904 0.10
H 5.26747 0.82542 -2.37865 0.10
H 4.65445 -1.81653 -1.73262 0.09
N 0.33584 -1.08360 -5.07487 0.01
C 0.99693 0.14008 -5.05795 -0.15
C 2.22843 -0.06334 -4.62814 -0.10
C 2.34735 -1.51361 -4.33066 -0.12
C 1.15756 -2.09287 -4.60989 -0.17
H -0.67783 -1.26226 -5.26847 0.17
H 0.45015 1.03486 -5.16911 0.09
H 3.06905 0.63725 -4.51114 0.10
H 3.17519 -2.07433 -3.91456 0.08
H 0.90401 -3.14559 -4.53960 0.11
N -0.90410 2.24378 -2.08855 0.04
C 0.14034 2.61278 -2.82504 -0.22
C -0.26197 3.41412 -3.84536 -0.13
C -1.71240 3.48789 -3.76209 -0.09
C -2.03436 2.80564 -2.59169 -0.15
H -0.89959 1.60851 -1.31056 0.10
H 1.13737 2.29146 -2.68713 0.10
H 0.25735 3.84372 -4.71388 0.10
H -2.40684 4.07153 -4.44083 0.11
H -3.01114 2.68705 -2.11924 0.11
N -1.59549 -1.98462 3.74213 0.07
C -2.47200 -1.00499 4.23934 -0.16
C -3.36669 -0.69534 3.30018 -0.12
C -3.02548 -1.41342 2.13601 -0.11
C -1.97447 -2.17827 2.45087 -0.17
H -0.65298 -2.14812 4.05640 0.12
H -2.40524 -0.68619 5.25315 0.10
H -4.09098 0.08420 3.47979 0.10
H -3.48545 -1.47689 1.15419 0.08
H -1.40303 -2.81608 1.83777 0.08
N -5.74395 -2.92326 -2.37677 0.01
C -4.77010 -2.29416 -3.17679 -0.15
C -4.24707 -1.24431 -2.50814 -0.11
C -4.93509 -1.21353 -1.23003 -0.13
C -5.82786 -2.22732 -1.20990 -0.17
H -6.55895 -3.40388 -2.78021 0.16
H -4.52295 -2.59494 -4.19039 0.10
H -3.54552 -0.44429 -2.83147 0.10
H -4.77847 -0.48760 -0.41550 0.09
H -6.61193 -2.36748 -0.52426 0.10
N 1.60247 0.21838 -0.42472 0.04
C 0.98172 0.88298 0.61528 -0.12
C -0.30679 0.35968 0.72768 -0.11
C -0.44296 -0.66422 -0.27817 -0.12
C 0.75214 -0.73175 -0.99315 -0.13
H 2.53236 0.43075 -0.74588 0.09
H 1.61108 1.50224 1.12353 0.08
H -0.99983 0.66174 1.54041 0.10
H -1.29408 -1.37635 -0.29512 0.09
H 1.07910 -1.43244 -1.76666 0.08

***

3.
95
Properties=species:S:1:pos:R:3:lowdin_charge:R:1 method="wB97M-V/def2-TZVPD" lumo_energy_ev="-4.384 / -4.008" charge=+1 total_energy_ha=-4053.02886 de_lowest_kcal_mol=2.0 orbital_gap_ha="0.208 / 0.226" spin_multiplicity=1
Ba -0.38333 0.53229 0.38335 1.54
C -1.67825 -4.61827 -2.45984 -0.10
C -2.27457 -3.51585 -1.58715 -0.56
C -3.69417 -3.17150 -2.04476 -0.12
P -1.23404 -1.97568 -1.47969 1.01
C -1.22577 -1.40086 -3.26721 -0.53
C -2.29116 -0.29574 -3.34829 -0.13
C 0.04976 -0.89764 -3.92180 -0.09
C 0.40385 -2.58221 -0.85648 -0.32
C 0.39816 -3.76976 -0.10921 -0.07
C 1.48222 -4.22028 0.62745 -0.26
C 1.40633 -5.47558 1.44626 -0.03
C 2.65390 -3.46422 0.59773 -0.04
C 2.70400 -2.29461 -0.11976 -0.07
C 1.59235 -1.82050 -0.83791 -0.39
N 1.62848 -0.53871 -1.36231 0.02
C 2.68573 -0.07024 -2.04964 -0.22
C 2.82004 1.35527 -2.10463 -0.18
C 1.88648 2.23525 -1.32752 -0.08
C 3.82966 1.92558 -2.84088 0.01
C 4.73653 1.15072 -3.56691 -0.23
C 5.84964 1.78732 -4.33842 -0.03
C 4.58504 -0.23490 -3.54276 0.00
C 3.60321 -0.87492 -2.81444 -0.16
C 3.50807 -2.37106 -2.96374 -0.03
H -2.31591 -5.50288 -2.41622 0.09
H -0.67646 -4.90709 -2.14692 0.06
H -1.63121 -4.30844 -3.50470 0.08
H -2.37281 -3.86458 -0.55524 0.10
H -3.72143 -2.83381 -3.07986 0.07
H -4.15013 -2.40550 -1.41757 0.08
H -4.31011 -4.06891 -1.98330 0.09
H -1.56324 -2.27130 -3.83876 0.09
H -1.93710 0.61969 -2.86558 0.05
H -3.22992 -0.57358 -2.87285 0.06
H -2.49995 -0.07099 -4.39621 0.09
H 0.39247 0.03393 -3.47102 0.07
H -0.17434 -0.68476 -4.96878 0.09
H 0.85890 -1.62323 -3.89644 0.06
H -0.49686 -4.37373 -0.07037 0.09
H 0.37930 -5.82361 1.54395 0.08
H 1.80840 -5.31084 2.44707 0.08
H 1.98852 -6.27541 0.98525 0.09
H 3.51978 -3.79148 1.15915 0.12
H 3.59595 -1.67906 -0.11040 0.13
H 1.92736 1.98970 -0.25984 0.04
H 0.84906 2.17616 -1.68109 0.04
H 2.18440 3.27755 -1.41466 0.09
H 3.92697 3.00392 -2.85749 0.13
H 5.59447 2.80083 -4.64308 0.08
H 6.10124 1.20655 -5.22465 0.09
H 6.74818 1.84480 -3.71933 0.10
H 5.25622 -0.83725 -4.14332 0.13
H 4.00444 -2.66921 -3.88551 0.09
H 2.47812 -2.72286 -3.00434 0.07
H 3.98800 -2.90395 -2.14371 0.08
Ge 1.21804 -0.61275 2.95230 0.97
C -0.03926 0.78378 3.46655 -0.51
C -1.29710 0.49170 3.99971 -0.13
C -2.23305 1.49814 4.19106 -0.06
C -1.94128 2.80485 3.82689 -0.05
C -0.69728 3.11424 3.29501 -0.07
C 0.24892 2.11283 3.13008 -0.21
C 2.05442 -1.80127 4.20207 -0.39
C 3.36535 -2.22045 3.97056 -0.14
C 3.96885 -3.12840 4.82635 -0.08
C 3.26569 -3.62881 5.91370 -0.07
C 1.96041 -3.21970 6.14685 -0.07
C 1.35313 -2.31271 5.29307 -0.11
H 2.15400 0.04998 1.90590 -0.05
H -1.55849 -0.52867 4.25495 0.10
H -3.20152 1.25765 4.60885 0.11
H -2.68495 3.57975 3.95071 0.12
H -0.46463 4.12911 3.00336 0.12
H 1.22966 2.37679 2.74178 0.10
H 3.92185 -1.82816 3.12805 0.09
H 4.98994 -3.43915 4.64973 0.11
H 3.73727 -4.33554 6.58337 0.11
H 1.41459 -3.60675 6.99667 0.11
H 0.33316 -2.00386 5.48755 0.10
C -3.46203 3.85196 -3.30228 -0.06
C -3.07394 4.42697 -1.93344 -0.65
C -4.34150 4.80793 -1.15956 -0.06
C -2.20118 5.67384 -2.13488 -0.06
C -2.31862 3.41446 -1.17656 -0.25
C -1.70643 2.56636 -0.54412 -0.33
H -4.02286 4.59221 -3.87586 0.08
H -4.08419 2.96416 -3.18440 0.08
H -2.57249 3.57519 -3.86920 0.08
H -4.90902 5.55581 -1.71661 0.08
H -4.08827 5.22214 -0.18356 0.08
H -4.97643 3.93529 -1.00603 0.08
H -2.75240 6.43213 -2.69417 0.08
H -1.29676 5.42282 -2.68969 0.08
H -1.90777 6.09692 -1.17413 0.08